A:
The following is a DFT calculation (ωB97M-V/def2-TZVPD) of a 2-piece molecular cluster, C3H4OS2 overall.

Last column: Löwdin charge in e.
Element x y z (Å)
1 C 1.409 -0.433 -0.721  -0.035
2 C 0.873 0.474 0.000  -0.324
3 C -0.494 0.307 0.543  -0.986
4 O -2.646 -1.082 0.083  -0.535
5 S -1.544 1.672 0.786  0.600
6 S -1.878 -0.087 -0.560  0.752
7 H 2.348 -0.314 -1.246  0.057
8 H 1.109 -1.556 -0.860  0.118
9 H 1.264 1.527 0.051  0.119
10 H -0.439 -0.509 1.925  0.232

Frontier orbital gap: 8.7613 eV

---

B:
The following is a DFT calculation (ωB97M-V/def2-TZVPD) of the molecule C3H4OS2.

Last column: Löwdin charge in e.
Element x y z (Å)
1 C 0.299 1.326 0.092  -0.212
2 C 0.484 -0.062 -0.099  -0.776
3 C -0.721 -0.897 -0.056  -0.881
4 H -0.422 1.506 0.952  0.104
5 H 1.340 1.741 0.465  0.118
6 H -0.120 1.913 -0.665  0.063
7 H 0.122 -2.386 -0.254  0.121
8 O -0.805 -2.192 0.203  -0.039
9 S 2.053 -0.754 -0.303  0.739
10 S -2.231 -0.195 -0.335  0.763

SMILES: CC(=S)C(O)=S
Frontier orbital gap: 6.8107 eV

---

C:
The following is a DFT calculation (ωB97M-V/def2-TZVPD) of the molecule C3H4OS2.

Last column: Löwdin charge in e.
Element x y z (Å)
1 C -0.311 0.502 0.589  -0.195
2 C -1.255 1.276 1.142  -0.717
3 C 0.787 0.288 -0.594  -0.350
4 O 0.900 -2.296 -0.065  -0.591
5 S -2.388 1.974 1.939  0.752
6 S 0.742 -1.434 -1.234  0.846
7 H -0.192 -0.389 1.226  0.096
8 H 1.767 0.451 -0.153  0.074
9 H 0.608 0.982 -1.411  0.071
10 H -0.658 -1.354 -1.440  0.013

Frontier orbital gap: 8.2099 eV

---

D:
The following is a DFT calculation (ωB97M-V/def2-TZVPD) of the molecule C3H4OS2.

Last column: Löwdin charge in e.
Element x y z (Å)
1 C -1.647 -0.649 0.047  -0.356
2 C 1.283 -0.279 -0.052  -1.080
3 C 1.104 1.190 -0.002  -0.364
4 H -1.523 0.093 0.884  0.055
5 H -1.826 -0.121 -0.870  0.018
6 H -2.351 -1.466 0.291  0.039
7 H 2.049 1.739 0.282  0.113
8 O 0.094 1.802 -0.286  0.046
9 S -0.016 -1.503 -0.209  0.833
10 S 2.832 -0.807 -0.087  0.695

SMILES: CSC(=S)C=O
Frontier orbital gap: 7.7750 eV

---

Most stable = D

---

A:
The following is a DFT calculation (ωB97M-V/def2-TZVPD) of a 2-piece molecular cluster, FH2O3PS overall.

Last column: Löwdin charge in e.
Element x y z (Å)
1 O -3.919 -0.782 0.389  -0.189
2 O -2.041 -0.884 -1.257  -0.235
3 O -1.571 -0.355 1.134  -0.623
4 F -2.565 2.171 -0.144  -0.470
5 P 0.065 0.018 0.918  0.894
6 S -2.629 -0.410 -0.053  0.788
7 H 0.300 -1.011 -0.017  -0.087
8 H -0.156 0.974 -0.084  -0.078

Frontier orbital gap (alpha / beta): 8.2022 / 8.1606 eV

---

B:
The following is a DFT calculation (ωB97M-V/def2-TZVPD) of FH2O3PS as an isolated structure.

Last column: Löwdin charge in e.
Element x y z (Å)
1 O 1.353 0.084 -1.173  -0.281
2 O -0.270 -0.211 0.598  -0.562
3 O 1.676 1.374 0.962  -0.225
4 F 1.770 -0.919 1.134  -0.169
5 P -1.437 0.241 -0.646  0.886
6 S 1.146 0.270 0.239  0.505
7 H -1.572 -1.038 -1.253  -0.080
8 H -2.667 0.199 0.140  -0.074

Frontier orbital gap: 10.8196 eV

---

Most stable = B

---

A:
The following is a DFT calculation (ωB97M-V/def2-TZVPD) of a 7-piece molecular cluster, H14O7 overall.

Last column: Löwdin charge in e.
Element x y z (Å)
1 H 0.993 -1.389 -2.087  0.038
2 H 0.508 -0.326 -1.114  0.021
3 H 0.231 -5.579 -2.818  0.032
4 H 0.298 -5.642 -4.336  0.032
5 H -2.433 0.722 -0.381  0.023
6 H -2.871 0.485 -1.816  0.037
7 H -1.213 1.945 1.718  0.038
8 H -0.152 0.943 2.143  0.029
9 H -0.212 -1.709 3.363  0.036
10 H 1.048 -2.276 2.730  0.039
11 H 2.019 1.241 0.378  0.018
12 H 1.789 2.116 1.599  0.011
13 H -0.004 4.556 -0.182  0.043
14 H -0.899 4.033 0.929  0.030
15 O 0.296 -1.205 -1.446  -0.063
16 O 0.766 -5.295 -3.568  -0.064
17 O -2.419 1.126 -1.256  -0.057
18 O -0.305 1.888 2.036  -0.061
19 O 0.710 -1.495 3.183  -0.056
20 O 2.189 2.125 0.722  -0.063
21 O -0.337 3.738 0.203  -0.064

SMILES: O.O.O.O.O.O.O
Frontier orbital gap: 10.6545 eV

---

B:
The following is a DFT calculation (ωB97M-V/def2-TZVPD) of a 7-piece molecular cluster, H14O7 overall.

Last column: Löwdin charge in e.
Element x y z (Å)
1 H 1.242 0.086 1.657  0.060
2 H 2.007 -1.404 1.955  0.101
3 H 1.614 1.644 -1.633  0.114
4 H 2.253 0.278 -1.381  -0.035
5 H 4.251 0.495 -0.641  0.135
6 H 3.362 -0.216 0.654  0.121
7 H 0.416 0.541 -0.372  0.053
8 H -0.408 -0.727 0.383  0.089
9 H -4.229 -0.373 -0.770  0.190
10 H -3.105 0.498 -0.049  0.027
11 H -1.333 1.429 0.487  -0.063
12 H -2.257 2.376 1.351  0.097
13 H -2.256 -1.460 -0.181  -0.038
14 H -1.430 -1.971 -1.383  0.086
15 O 2.099 -0.390 1.969  -0.137
16 O 1.464 0.635 -1.875  -0.134
17 O 3.450 -0.191 -0.453  -0.191
18 O -0.169 0.278 0.414  -0.135
19 O -3.345 -0.459 -0.103  -0.112
20 O -2.036 2.056 0.416  -0.089
21 O -1.480 -2.078 -0.378  -0.139

SMILES: O.O.O.O.O.O.O
Frontier orbital gap: 11.2644 eV

---

C:
The following is a DFT calculation (ωB97M-V/def2-TZVPD) of a 7-piece molecular cluster, H14O7 overall.

Last column: Löwdin charge in e.
Element x y z (Å)
1 O -15.376 -0.498 -24.402  -0.048
2 H -14.910 0.243 -24.741  0.013
3 H -15.151 -1.246 -24.934  -0.034
4 O -16.400 -3.573 -23.101  -0.021
5 H -16.644 -4.486 -22.973  0.086
6 H -15.992 -3.442 -22.228  0.107
7 O -12.388 -3.119 -23.597  -0.030
8 H -11.535 -2.825 -23.268  0.061
9 H -13.015 -2.864 -22.941  0.041
10 O -14.786 -2.990 -25.121  -0.035
11 H -15.545 -3.124 -24.580  -0.010
12 H -13.960 -3.276 -24.804  -0.021
13 O -18.734 -2.510 -22.687  -0.065
14 H -18.588 -1.637 -23.055  0.032
15 H -17.952 -2.966 -22.977  -0.055
16 O -13.754 -5.763 -24.771  -0.040
17 H -13.208 -5.785 -25.547  0.036
18 H -14.552 -5.458 -25.182  0.012
19 O -10.986 -2.658 -26.177  -0.026
20 H -11.382 -2.377 -25.355  -0.006
21 H -10.153 -2.248 -26.224  0.006

SMILES: O.O.O.O.O.O.O
Frontier orbital gap: 10.8380 eV

---

D:
The following is a DFT calculation (ωB97M-V/def2-TZVPD) of a 7-piece molecular cluster, H14O7 overall.

Last column: Löwdin charge in e.
Element x y z (Å)
1 O 1.991 -2.402 0.864  -0.058
2 H 1.245 -1.792 0.838  -0.008
3 H 2.629 -2.016 0.256  0.010
4 O 0.390 -0.023 0.436  -0.066
5 H -0.151 0.699 0.084  0.039
6 H 1.296 0.317 0.445  0.034
7 O -1.049 1.200 -2.029  -0.041
8 H -0.453 0.586 -2.468  0.057
9 H -0.798 2.075 -2.343  0.066
10 O -1.515 0.305 2.679  -0.075
11 H -2.160 0.686 2.072  -0.009
12 H -0.826 -0.009 2.080  -0.011
13 O 3.440 0.282 0.249  -0.039
14 H 3.814 0.974 -0.305  0.054
15 H 3.924 0.335 1.080  0.064
16 O -1.359 -1.972 -1.217  -0.049
17 H -0.938 -1.365 -0.597  -0.008
18 H -0.685 -2.152 -1.879  0.033
19 O -2.714 1.389 0.240  -0.052
20 H -3.651 1.601 0.195  0.055
21 H -2.430 1.281 -0.678  0.004

SMILES: O.O.O.O.O.O.O
Frontier orbital gap: 10.0393 eV

---

Most stable = D